The following is a quantum chemistry calculation of a cluster of 16 separate species, C54H123N16O16 in total at a distorted geometry, from the Open Molecules 2025 dataset.

The relative energy (zero: lowest compared OMol25 entry of this formula, charge and spin) is 1071.9 kJ/mol. As for the net charge: -1. Its HOMO-LUMO gap is 3.84 eV. The calculation puts the total energy at -114591.96780 eV. Its LUMO energy is 1.5 eV. As for the strongest force on any atom: 5.6 eV Å⁻¹.

```
209
Properties=species:S:1:pos:R:3:forces:R:3:lowdin_charge:R:1
C -2.001955 0.679617 0.744103 0.2039 0.6665 0.0425 -0.0600
C -0.863915 -0.342373 0.881953 -0.5884 -2.1874 0.2356 -0.4897
C -1.500165 -1.717663 0.465703 -0.5077 -0.6667 0.3694 -0.1867
C -1.683505 -1.945353 -0.987647 0.1641 1.2252 -1.5577 -0.2347
C -0.325035 -1.786323 -1.675517 -0.1940 0.0149 0.2926 -0.1499
C 0.363215 -0.398133 -1.378927 -0.5303 0.0744 -0.3269 -0.4289
N 0.361525 -0.182953 0.120623 1.8797 -0.1406 -0.4817 -0.2023
O 1.265075 0.840377 0.619443 -1.2307 -0.5270 -0.8887 -0.3756
C -0.427315 0.693397 -2.180187 -0.4838 -0.3579 0.6217 -0.0663
C 1.776465 -0.393423 -2.136557 -0.3473 -0.3929 1.4022 -0.0519
C -0.562955 -0.580663 2.428413 1.0201 1.4373 -0.3161 -0.0535
H -1.577365 1.678177 0.847553 -0.1600 0.1510 0.4676 0.0768
H -2.763795 0.424287 1.480653 0.0354 0.4447 0.3480 0.0646
H -2.550705 0.715137 -0.197017 0.3077 -0.4491 -0.2659 0.0458
H -2.499795 -1.891213 0.864103 -0.1256 0.4808 0.8165 0.1073
H -0.920745 -2.575073 0.808083 0.4480 0.1924 0.4030 0.1072
H -2.393215 -1.236563 -1.414307 0.0373 0.7395 0.0155 0.0893
H -2.240475 -2.842283 -1.258607 0.5938 -0.7546 0.3333 0.1016
H -0.471975 -1.973403 -2.739237 0.3444 0.2717 -0.3001 0.1012
H 0.294045 -2.594513 -1.286087 0.3875 0.0289 -0.0135 0.1046
H 0.065835 1.653487 -2.028107 -0.0891 0.0530 -0.2223 0.0743
H -1.470335 0.761147 -1.870977 0.1151 0.1821 0.4646 0.0367
H -0.560195 0.416997 -3.226157 0.6757 0.1272 -0.3257 0.0615
H 2.430955 -1.232333 -1.899957 -0.3255 -0.5052 0.2434 0.0561
H 2.435315 0.444077 -1.907207 -0.6071 0.4681 0.0838 0.0543
H 1.582565 -0.442053 -3.208067 -0.0895 0.1017 -0.0201 0.0580
H -1.425165 -0.554763 3.094763 -0.5143 -0.7456 -0.4404 0.0588
H 0.025595 0.208737 2.895913 0.2040 0.6327 -0.6707 0.0528
H 0.117015 -1.414233 2.604193 -0.4914 -0.5157 -0.2924 0.0657
C 7.510905 -0.185303 8.841433 -2.0282 0.7630 -1.2278 -0.0004
C 7.059395 -0.178653 7.376753 2.8136 1.0863 -2.5678 -0.5502
O 7.725505 0.276527 6.410503 -1.0828 -0.2518 2.1392 -0.0162
N 5.938175 -0.871053 7.144493 -1.0896 0.1717 -0.0063 -0.0084
C 5.314355 -0.917143 5.806643 0.8653 -0.4891 0.4592 -0.0400
H 8.226155 0.564197 9.180213 0.7779 -0.8737 -0.6295 0.0833
H 7.582415 -1.266643 8.958403 0.6715 0.3070 1.1988 0.0903
H 6.604945 0.233377 9.279653 -0.3057 -0.6481 0.8247 0.0670
H 5.398995 -1.133623 7.957163 -0.1141 -0.0714 -0.2931 0.1314
H 4.576115 -0.132653 5.640293 -0.1221 -0.1577 0.1928 0.0838
H 4.924795 -1.927823 5.684703 -0.3431 0.2561 -0.1727 0.0846
H 6.120515 -0.780083 5.085933 -0.1000 0.0024 0.0768 0.0766
C -1.620715 -4.984743 6.582253 -0.5778 -0.8135 0.7478 -0.0063
C -1.314225 -5.566673 7.974303 4.1373 -1.4542 -0.8036 -0.5095
O -0.105875 -5.884633 8.243543 -3.4412 1.0916 -0.1742 -0.0255
N -2.334955 -5.807293 8.806203 -1.0779 0.4095 1.0848 -0.0048
C -2.208025 -6.315673 10.187463 0.3808 -0.5684 -0.9484 -0.0562
H -2.327485 -5.601783 6.027433 -0.4143 -0.1947 0.3252 0.0709
H -0.742095 -5.045803 5.940063 0.1449 0.7675 0.5142 0.0841
H -2.114095 -4.026853 6.746983 0.4598 0.2943 -0.5203 0.0775
H -3.278765 -5.701803 8.462403 0.2628 0.1787 -0.0762 0.1335
H -1.188925 -6.125013 10.523883 -0.1582 -0.0585 -0.0076 0.0821
H -2.387905 -7.389613 10.138503 0.2839 -0.1679 0.2557 0.0782
H -2.937015 -5.931303 10.900863 0.0066 0.5290 -0.3978 0.0760
C 1.308825 -10.404363 2.800773 -1.0597 -0.7325 -0.3241 -0.0132
C 1.304055 -9.492583 1.561573 1.8639 1.9556 -0.6284 -0.4955
O 2.305725 -8.855453 1.175423 -1.7000 -1.6148 0.8768 0.0194
N 0.111985 -9.371503 0.889443 -0.2162 -0.8871 0.8982 -0.0211
C -0.123185 -8.495443 -0.239687 0.5816 0.5233 0.0735 -0.0780
H 2.275485 -10.800213 3.112163 0.0217 0.5136 -0.3035 0.0815
H 0.658505 -11.259113 2.614763 0.2380 -0.4765 -0.6184 0.0639
H 0.747085 -10.068623 3.672453 0.4486 1.0731 0.0594 0.0745
H -0.682315 -9.696263 1.422103 -0.0606 -0.0166 -0.3582 0.1239
H 0.816555 -8.352433 -0.773097 -0.0262 -0.1757 0.0564 0.0844
H -0.425265 -7.501333 0.089843 -0.1370 0.0891 0.0283 0.0821
H -0.869355 -8.877313 -0.936477 0.0239 -0.2513 0.2396 0.0780
C -8.172985 4.218417 1.524183 0.4639 0.2225 1.0343 -0.0085
C -8.883905 4.939157 0.377893 -0.2126 -1.6315 0.7348 -0.5763
O -9.280845 4.218407 -0.501077 -0.4173 -0.6219 -1.5267 0.0386
N -9.039525 6.269287 0.347173 -0.3481 0.7793 0.4320 0.0195
C -9.684185 6.977337 -0.762217 -0.0132 0.3225 -0.5494 -0.0706
H -8.667095 3.326917 1.910423 -0.5536 -0.1109 -0.9465 0.0777
H -7.996195 4.698367 2.486723 0.2222 0.9642 -0.2974 0.0657
H -7.211015 3.878627 1.140423 0.0346 0.1032 -0.0155 0.0837
H -8.965675 6.684047 1.265113 0.0636 0.5219 -0.4016 0.1349
H -10.731535 7.268407 -0.681957 -0.1077 0.0139 1.0856 0.0758
H -9.770605 6.406187 -1.686567 0.8404 -0.5556 0.3339 0.0808
H -9.119905 7.880267 -0.995497 0.0427 -0.0391 0.0846 0.0784
C 0.240165 8.740137 5.449693 -0.6760 0.6245 0.4529 -0.0075
C -0.337105 7.483527 4.910143 0.1906 3.6804 1.7073 -0.6757
O -1.490765 7.548457 4.617313 -2.7300 -1.3795 -1.6531 0.0654
N 0.509035 6.509277 4.859463 1.4750 -3.4111 -0.3872 0.0302
C 0.036635 5.258907 4.325193 -0.8965 -1.2035 -0.6723 -0.0665
H 0.275605 9.407597 4.588673 1.0814 0.0895 0.0666 0.0922
H 1.114025 8.534407 6.067863 0.2455 0.8275 -0.3036 0.0802
H -0.588405 9.189947 5.996723 0.3233 -0.0260 0.5806 0.0830
H 1.235005 6.529187 5.561373 0.1973 -0.2129 -0.4285 0.1425
H 0.758905 4.455437 4.180803 0.4190 0.5290 0.1979 0.0892
H -0.450355 5.422467 3.363843 0.3841 0.2987 -0.2019 0.0882
H -0.798135 4.817907 4.869963 0.0596 0.1065 0.6596 0.0755
C 4.895055 6.568417 -9.412067 -0.1138 -0.3096 0.2709 -0.0131
C 4.305625 5.871967 -8.152677 3.9957 2.9799 0.8619 -0.5847
O 4.734725 6.269767 -7.067007 -1.0630 -0.7668 -0.4081 0.0255
N 3.522955 4.856517 -8.389957 -1.1489 -1.4710 0.5257 0.0088
C 2.815985 4.097607 -7.312597 -1.1618 1.0842 -1.5157 -0.0249
H 5.044255 5.862917 -10.229457 -0.5725 0.1193 -0.3259 0.0649
H 5.899735 6.954597 -9.240037 -0.1812 -0.0541 0.6164 0.0748
H 4.277685 7.434367 -9.651017 -0.1067 -0.1771 -0.3949 0.0758
H 3.197215 4.913047 -9.344317 -0.5219 -0.8633 0.2649 0.1325
H 2.796285 3.044447 -7.592897 0.2806 0.0545 0.5281 0.0749
H 1.794215 4.474237 -7.359857 -0.3733 -0.3521 0.0054 0.0761
H 3.080375 4.360727 -6.288417 0.9757 -0.2426 -0.4435 0.0891
C 8.877385 -5.159433 -2.737227 -0.4216 1.7576 -0.0443 -0.0006
C 7.387265 -5.292903 -2.784177 0.8813 -3.6355 0.7059 -0.6237
O 6.861095 -6.219643 -2.204607 -0.3950 -0.7319 1.4353 0.0396
N 6.683975 -4.625943 -3.651037 -1.8951 2.1171 -2.3076 0.0154
C 5.240235 -4.865023 -3.850607 -0.1452 1.0693 -0.2175 -0.0476
H 9.009195 -4.095853 -2.936057 0.9273 0.1653 0.0037 0.0688
H 9.334645 -5.732743 -3.543657 0.0053 -0.1212 0.2704 0.0869
H 9.229945 -5.392103 -1.732407 0.0608 -0.1993 -0.3341 0.0886
H 7.134285 -3.956473 -4.258607 -0.1894 -0.0130 0.2028 0.1360
H 4.966215 -5.339753 -4.792757 0.5602 -0.5886 0.0319 0.0762
H 4.757365 -3.893923 -3.959767 0.0213 0.2280 0.2990 0.0717
H 4.751925 -5.372573 -3.018717 0.5878 -0.0542 -0.0573 0.0879
C -6.376685 -0.125053 -4.129907 -0.2431 -0.6341 0.4610 0.0001
C -7.418155 0.476287 -5.102817 1.9292 0.5064 -0.7553 -0.5638
O -7.193785 0.588167 -6.294757 0.1383 -0.5505 -0.4655 0.0249
N -8.470845 1.066247 -4.548097 -1.6250 -0.4461 2.1016 -0.0085
C -9.614525 1.709267 -5.216577 1.7160 0.6717 0.6809 -0.0458
H -6.722395 -0.190483 -3.098267 -0.1842 0.3428 0.0714 0.0651
H -5.406865 0.372047 -4.108667 -0.3097 0.5662 -0.3138 0.0764
H -6.085505 -1.154713 -4.337597 -0.4105 -0.0697 -0.6322 0.0751
H -8.553225 0.881437 -3.558577 -0.2567 0.2086 -0.1031 0.1254
H -10.364775 1.011097 -5.587767 0.2525 0.1791 -0.3148 0.0850
H -9.112945 2.380367 -5.913807 -0.6794 -0.3862 -0.8462 0.0853
H -10.038105 2.409157 -4.496267 -0.2838 -0.3385 0.1581 0.0805
C -4.108955 0.776987 7.592773 0.0121 1.3214 -0.5754 -0.0009
C -4.807745 2.217567 8.076793 0.4438 -3.3730 0.6390 -0.5173
O -5.617875 2.160707 8.972463 -0.3857 0.3271 0.3244 0.0275
N -4.297585 3.346807 7.586043 -0.0505 1.1260 -0.8075 -0.0024
C -4.450755 4.754787 8.109643 0.4790 -1.6236 -0.4356 -0.0307
H -4.317755 0.411247 6.587433 -0.4171 0.7412 -0.4036 0.0503
H -4.333575 -0.129933 8.154163 -0.4599 0.7327 0.8396 0.0573
H -3.023025 0.870527 7.582243 0.0752 0.2791 0.2342 0.0528
H -3.842665 3.254027 6.689083 0.2136 0.1691 0.2433 0.1294
H -5.224975 5.358737 7.636443 0.1172 -0.2518 -0.4049 0.0747
H -3.439105 5.095117 7.888683 -0.3397 0.9167 0.3881 0.0791
H -4.683475 4.763987 9.174483 0.3333 -0.3565 -0.0731 0.0797
C -4.620025 4.939057 -6.772047 -0.4169 -1.1299 -0.0470 -0.0076
C -4.487825 5.600087 -5.420277 -0.1010 0.2927 -0.6984 -0.5787
O -4.317405 6.794777 -5.318257 -0.0325 0.4504 0.5965 0.0457
N -4.465925 4.701317 -4.409927 0.1399 -0.5813 1.3699 0.0063
C -4.032115 4.959237 -3.014247 -0.1307 0.3001 -0.4137 -0.0519
H -3.642455 5.051317 -7.240937 -0.1382 -0.2616 -0.2170 0.0886
H -5.414215 5.197457 -7.472477 0.1226 1.0880 0.3358 0.0811
H -4.897115 3.899237 -6.598597 0.6375 -0.3736 -0.2180 0.0625
H -4.477805 3.734527 -4.701967 -0.0248 0.2281 0.2417 0.1153
H -2.966825 5.185877 -2.970567 0.0038 0.0534 -0.0542 0.0836
H -4.217915 4.109737 -2.357027 -0.0436 -0.2654 -0.4726 0.0764
H -4.575395 5.781667 -2.548907 -0.0308 0.1613 -0.4171 0.0786
C 2.613705 -2.849463 -12.093167 1.5209 -0.3036 1.4190 -0.0029
C 3.199475 -3.163493 -10.660947 -1.1059 -1.4637 -1.5322 -0.5192
O 3.763915 -4.244723 -10.428987 -0.5923 2.0497 0.0542 0.0179
N 2.875955 -2.222383 -9.755967 0.1202 0.1309 -0.0846 -0.0177
C 3.228795 -2.333653 -8.385587 -0.5045 0.4797 1.2904 -0.0862
H 2.711005 -1.778973 -12.273937 -0.1888 -0.0407 -0.2503 0.0628
H 1.578495 -3.181733 -12.170757 0.1594 -0.0259 0.0016 0.0757
H 3.292895 -3.413003 -12.732877 -0.4335 0.1149 -0.3865 0.0727
H 2.394585 -1.369103 -10.001517 0.1308 -0.4621 -0.4799 0.1372
H 3.248925 -1.324223 -7.974807 1.0451 0.1311 -0.0398 0.0823
H 4.128685 -2.938243 -8.272567 -0.0813 0.3162 0.2159 0.0925
H 2.414515 -2.702183 -7.761687 -0.0705 -0.9287 -0.1922 0.0850
C -4.807935 -7.373773 -4.671937 -0.3104 0.4032 0.2490 -0.0039
C -5.795195 -8.495803 -4.728467 1.8014 -0.5568 0.1818 -0.6124
O -5.380365 -9.623383 -4.607687 -0.2373 -1.5437 0.3825 0.0547
N -7.059475 -8.186633 -4.970497 -0.8196 2.0760 -0.4368 -0.0104
C -8.113895 -9.134173 -5.081217 -0.5088 -0.7658 -0.4876 -0.0826
H -3.824315 -7.810203 -4.498407 -0.1023 0.2051 -0.4522 0.0884
H -5.021045 -6.710993 -3.833247 -0.1028 0.1797 -0.0896 0.0836
H -4.930475 -6.832753 -5.610227 0.6102 0.3145 0.0386 0.0831
H -7.147955 -7.246933 -5.329967 -0.6025 -0.1580 0.1855 0.1381
H -7.899795 -9.848633 -5.876077 0.2173 -0.4328 0.2677 0.0863
H -9.060075 -8.702943 -5.408137 0.1542 0.5104 0.3734 0.0834
H -8.249475 -9.628553 -4.119287 -0.0944 -0.2274 -0.2074 0.0915
C 5.097855 4.308027 -1.659747 -0.5414 -1.2307 -0.9834 0.0059
C 4.299755 5.544947 -1.372997 2.0395 0.6288 -2.0137 -0.6415
O 4.382685 6.563497 -2.001077 1.1451 1.7830 -1.3930 0.0564
N 3.469415 5.442187 -0.393387 -3.9859 -1.0226 3.8256 0.0216
C 2.542865 6.494977 0.078813 0.5418 0.6496 0.2808 -0.0479
H 6.166305 4.296337 -1.444397 -0.2266 0.4389 0.3096 0.0850
H 4.994675 4.096527 -2.724037 0.2151 0.2795 -0.2137 0.0811
H 4.603205 3.445297 -1.213507 0.3364 -0.0947 0.4225 0.0741
H 3.067205 4.515787 -0.403837 -0.0429 -0.1502 0.9977 0.1354
H 1.488475 6.218697 0.072463 0.1334 -0.1647 -0.7312 0.0813
H 2.749335 7.461667 -0.380517 -0.2743 -0.4184 -0.8780 0.0775
H 2.679935 6.804497 1.114913 0.5915 -0.7978 0.4498 0.0650
C 3.442435 -3.925683 1.608663 -1.7391 1.4662 0.3419 -0.0049
C 4.887965 -3.689533 1.382753 1.6854 -1.7919 0.6960 -0.5728
O 5.642135 -4.627043 1.591143 0.5445 -0.4641 -0.0044 0.0202
N 5.403095 -2.495373 1.025363 -0.6308 0.3793 -0.8164 0.0178
C 6.834875 -2.175973 0.889243 -0.3541 0.9364 1.0380 -0.0621
H 3.170085 -4.185673 2.631563 0.8611 -0.3156 0.2433 0.0822
H 2.995485 -4.721633 1.013003 0.3920 0.2252 -0.3436 0.0888
H 2.884805 -2.992823 1.525483 -0.3495 0.0569 -0.6997 0.0700
H 4.718135 -1.763563 0.901323 0.3675 0.2554 -0.1403 0.1324
H 7.581445 -2.969013 0.846663 -0.9019 -0.5264 -0.1677 0.0798
H 7.070495 -1.619403 1.796333 0.3993 0.1013 0.1258 0.0699
H 7.032105 -1.470003 0.082513 -0.3672 -0.2189 -0.2696 0.0728
C 5.354055 4.008327 8.688693 -0.0668 0.5853 0.9423 -0.0082
C 4.929235 4.471417 7.333943 -0.5407 0.2407 0.2405 -0.5896
O 4.010035 5.250647 7.118273 0.1632 -0.2964 0.0037 0.0267
N 5.685605 3.885157 6.406363 -0.7618 0.0349 -1.4521 0.0134
C 5.391575 3.916517 4.966413 1.7185 -0.1244 -0.4016 -0.0498
H 5.403495 4.868767 9.356003 0.0443 -0.0570 0.0750 0.0852
H 6.334255 3.534947 8.631983 -0.1193 -0.0973 0.3511 0.0695
H 4.604155 3.330877 9.097113 0.0817 -0.1085 -0.0590 0.0891
H 6.430435 3.307967 6.769953 -0.1558 -0.0852 -0.7395 0.1175
H 5.042265 4.845957 4.516733 -0.1566 0.2602 0.9210 0.0833
H 4.767275 3.125777 4.550363 -0.1295 -0.2111 0.6088 0.0825
H 6.394195 3.791747 4.557423 -0.1255 -0.2125 -0.5740 0.0802
```
Forces are in eV/Å.